{
  "formula": "C3H11N2S",
  "method": "ωB97M-V/def2-TZVPD",
  "homo_energy_ev": -13.48,
  "total_charge": 1,
  "orbital_gap_ha": 0.334,
  "energy_ha": -628.2814,
  "symbols": ["S", "N", "N", "C", "C", "C", "H", "H", "H", "H", "H", "H", "H", "H", "H", "H", "H"],
  "coordinates": [[-0.5987, -1.6225, 1.6662], [0.5154, -2.0813, -0.5934], [-0.1901, 0.7679, -0.3384], [1.1698, 1.0404, -0.6351], [-0.6015, -1.6475, -0.0427], [-0.6681, 1.5203, 0.7701], [-1.3807, -1.1532, -0.6161], [-1.5221, 0.9600, 1.0083], [0.0643, 1.3299, 1.6255], [-0.7603, 1.1427, -1.1356], [-0.8390, 2.5276, 0.5380], [1.9444, 0.9004, 0.0685], [1.3919, 1.9223, -1.2386], [1.3366, -2.3049, -0.0215], [0.6068, -2.1267, -1.5475], [1.5589, 0.3227, -1.3765], [-2.0276, -1.4982, 1.8687]],
  "forces_ev_per_angstrom": [[-2.5, -0.3, 0.6], [-0.8, 0.0, 2.6], [-0.5, 0.8, -2.0], [1.7, -0.8, -3.4], [1.6, 1.1, 0.4], [1.7, -1.8, 2.2], [-0.1, -1.0, -0.1], [-1.9, 0.2, 1.0], [-1.0, 0.8, -0.9], [0.8, -0.9, 0.6], [-0.2, 1.6, 0.1], [0.1, 0.3, 1.9], [-0.3, 0.7, 0.6], [-0.6, -0.1, -0.4], [0.3, 0.0, -2.6], [-0.5, -0.5, -0.2], [2.1, -0.1, -0.4]],
  "lowdin_charge": [0.8987, 0.1097, -0.2369, -0.1437, -0.4937, -0.1361, 0.1133, 0.0383, 0.1141, 0.1537, 0.0827, 0.0799, 0.0999, 0.1440, 0.1004, 0.0739, 0.0018]
}

{
  "formula": "C20H12CoN6",
  "method": "ωB97M-V/def2-TZVPD",
  "multiplicity": 5,
  "homo_energy_ev": [-11.30, -11.39],
  "total_charge": 1,
  "orbital_gap_ha": [0.269, 0.203],
  "energy_ha": -2480.4449,
  "symbols": ["Co", "N", "N", "N", "N", "N", "N", "C", "C", "C", "C", "C", "C", "C", "C", "C", "C", "C", "C", "C", "C", "C", "C", "C", "C", "C", "C", "H", "H", "H", "H", "H", "H", "H", "H", "H", "H", "H", "H"],
  "coordinates": [[-1.6922, -0.0862, 0.3227], [-0.6779, 0.0967, 4.3867], [-1.7868, -0.0063, 2.2366], [0.2943, -0.0738, -0.2614], [1.2354, 1.3980, 5.2571], [-1.4890, -2.0111, -0.4083], [-1.4875, 1.8627, -0.3395], [0.8237, -1.3156, -0.4416], [-0.8166, -4.6621, -0.8599], [2.5275, 2.8937, -0.6486], [1.5804, 3.8789, -0.7137], [-2.1225, 4.1566, -0.5785], [0.8239, 1.1679, -0.3940], [2.1605, 1.5507, -0.4984], [-0.1763, 2.2153, -0.4458], [0.2028, 3.5526, -0.6169], [-0.1761, -2.3590, -0.5283], [-2.4144, 2.7999, -0.3929], [2.5234, -3.0320, -0.7694], [-1.2022, 0.0802, 3.2653], [-2.4174, -2.9435, -0.5016], [-2.1266, -4.2925, -0.7401], [0.2006, -3.6895, -0.7524], [1.5773, -4.0134, -0.8680], [-0.8124, 4.5306, -0.6850], [0.3416, 0.8078, 4.8282], [2.1566, -1.6938, -0.5660], [1.8603, -5.0448, -1.0317], [2.9478, -0.9709, -0.4849], [3.5718, -3.2825, -0.8487], [1.8650, 4.9160, -0.8319], [-3.4435, -2.6204, -0.3761], [-2.9301, -5.0097, -0.8154], [3.5762, 3.1481, -0.7091], [-0.5441, -5.6947, -1.0377], [-3.4405, 2.4741, -0.2756], [2.9511, 0.8254, -0.4352], [-2.9256, 4.8770, -0.6211], [-0.5384, 5.5694, -0.8189]],
  "forces_ev_per_angstrom": [[0.1, 0.0, 0.1], [-0.2, -0.3, 0.3], [0.0, 0.0, -0.3], [0.0, 0.0, 0.0], [0.0, 0.0, 0.0], [0.0, 0.2, 0.1], [0.0, -0.2, 0.1], [-0.1, 0.0, 0.0], [0.0, 0.0, 0.0], [0.0, 0.0, 0.0], [-0.1, 0.0, 0.0], [0.0, 0.0, 0.0], [-0.1, 0.0, 0.0], [0.1, 0.0, 0.0], [0.0, -0.1, 0.0], [0.0, 0.1, 0.0], [0.0, 0.1, 0.0], [-0.1, 0.0, 0.0], [0.0, 0.0, 0.0], [0.0, 0.2, -0.2], [-0.1, 0.0, 0.0], [0.0, 0.0, 0.0], [0.1, -0.1, 0.0], [-0.1, 0.0, 0.0], [0.0, 0.0, 0.0], [0.1, 0.1, -0.1], [0.1, 0.0, 0.0], [0.0, 0.0, 0.0], [0.0, 0.0, 0.0], [0.0, 0.0, 0.0], [0.0, 0.0, 0.0], [0.0, 0.0, 0.0], [0.0, 0.0, 0.0], [0.0, 0.0, 0.0], [0.0, 0.0, 0.0], [0.0, 0.0, 0.0], [0.0, 0.0, 0.0], [0.0, 0.0, 0.0], [0.0, 0.0, 0.0]],
  "lowdin_charge": [0.7881, 0.1037, 0.0247, 0.0853, 0.1138, 0.0244, 0.0257, -0.1656, 0.0319, -0.0314, 0.0164, -0.0126, -0.1658, 0.0409, -0.1275, -0.1323, -0.1275, -0.0749, -0.0336, -0.3318, -0.0756, -0.0136, -0.1336, 0.0115, 0.0330, -0.3676, 0.0381, 0.1289, 0.0958, 0.1221, 0.1297, 0.1254, 0.1211, 0.1228, 0.1334, 0.1253, 0.0962, 0.1212, 0.1336]
}

{
  "formula": "C4H7NO2",
  "method": "ωB97M-V/def2-TZVPD",
  "homo_energy_ev": -9.23,
  "orbital_gap_ha": 0.351,
  "energy_ha": -361.7111,
  "symbols": ["O", "O", "N", "C", "C", "C", "C", "H", "H", "H", "H", "H", "H", "H"],
  "coordinates": [[-1.0288, 1.0883, -0.7046], [-0.5509, 2.6005, 1.4296], [0.3130, -0.1442, 1.6132], [0.9380, -0.0013, -1.4537], [-0.5146, 0.0078, -1.0577], [-0.7059, 1.5250, 1.0733], [-0.2431, -1.1627, 1.0265], [1.2655, -0.9515, -1.8836], [-1.1895, -0.7659, -1.4638], [-0.0779, 0.1092, 2.5192], [1.5979, 0.2816, -0.6250], [-1.2140, -1.5696, 1.3315], [1.0064, 0.7742, -2.2220], [0.4039, -1.7914, 0.4170]],
  "forces_ev_per_angstrom": [[-0.1, -0.8, -0.7], [-0.1, -0.4, -0.4], [0.2, -1.0, 0.4], [0.0, 0.0, -0.1], [-0.2, 0.5, -0.7], [0.0, 1.9, 1.2], [0.4, -0.2, 0.5], [-0.1, 0.1, 0.1], [0.2, 0.0, 0.5], [-0.3, -0.1, -0.3], [-0.2, 0.0, -0.1], [0.2, 0.0, -0.1], [0.2, -0.1, 0.0], [-0.3, 0.3, -0.3]],
  "lowdin_charge": [-0.0685, 0.1476, -0.0132, -0.0648, -0.3438, -0.0945, -0.1633, 0.0775, 0.1287, 0.0635, 0.0818, 0.0882, 0.0862, 0.0746]
}

{
  "formula": "C40H41AsCl2N4O7Ru",
  "method": "ωB97M-V/def2-TZVPD",
  "multiplicity": 2,
  "homo_energy_ev": [-9.64, -9.64],
  "total_charge": 1,
  "orbital_gap_ha": [0.164, 0.179],
  "energy_ha": -5545.2843,
  "symbols": ["Ru", "As", "Cl", "Cl", "O", "O", "O", "O", "O", "O", "O", "N", "N", "N", "N", "C", "C", "C", "C", "C", "C", "C", "C", "C", "C", "C", "C", "C", "C", "C", "C", "C", "C", "C", "C", "C", "C", "C", "C", "C", "C", "C", "C", "C", "C", "C", "C", "C", "C", "C", "C", "C", "C", "C", "C", "H", "H", "H", "H", "H", "H", "H", "H", "H", "H", "H", "H", "H", "H", "H", "H", "H", "H", "H", "H", "H", "H", "H", "H", "H", "H", "H", "H", "H", "H", "H", "H", "H", "H", "H", "H", "H", "H", "H", "H", "H"],
  "coordinates": [[0.1959, 0.5752, -0.1885], [-0.5440, -1.6936, 0.6204], [5.7501, 2.0011, 5.7058], [3.0208, 3.2889, 1.1834], [1.5320, 0.1309, 1.9335], [4.8929, -2.8697, -5.0627], [2.2851, 0.6953, -0.7688], [6.4226, -2.8450, -3.5429], [0.1718, 0.2545, -2.5181], [-5.5742, 2.3911, -2.9289], [0.2707, 1.9102, 1.6476], [5.3162, -2.5817, -3.9631], [-1.8828, 1.6226, -0.4065], [-4.5940, 0.5583, -3.8013], [3.8049, 3.5136, 4.1897], [5.4857, 1.8315, 4.0068], [-1.9166, -6.2688, 1.0620], [-4.6327, 1.3688, -0.3847], [1.4159, 3.2437, 3.7608], [-3.9377, 1.4071, -1.5901], [0.8464, -3.0024, 0.1885], [2.8636, -0.1990, -1.4474], [1.0843, 1.2281, 2.3112], [-3.1927, -3.9876, 1.9730], [6.0607, 0.8455, 1.9131], [4.4526, 2.5906, 3.4150], [0.1999, 3.8817, 3.5508], [1.1671, 6.0317, 4.0162], [-3.3331, -5.1814, 2.6596], [-2.5661, -0.5082, -4.7352], [1.0512, -0.3419, -3.1566], [-1.7888, -5.0796, 0.3664], [-5.0192, 1.7815, -5.9122], [2.3844, 5.4270, 4.2229], [-3.7032, -0.5764, -3.7176], [4.4389, -1.8529, -3.0874], [3.2090, -1.4362, -3.5447], [5.0615, 1.5785, 1.2959], [0.0757, 5.2560, 3.6409], [4.8395, -1.6003, -1.7588], [4.0631, -0.8153, -0.9622], [4.2407, 2.4192, 2.0301], [-2.5542, 1.5569, -1.5518], [1.4732, 1.7489, 3.7069], [-2.4212, -3.9211, 0.8140], [-2.5550, 1.6078, 0.7446], [6.2695, 0.9617, 3.2799], [-5.4568, 0.6653, -4.9728], [-2.2413, -2.6323, 0.0853], [-3.9310, 1.4791, 0.8031], [-4.7613, 1.4887, -2.8490], [2.3815, -0.6419, -2.7413], [-2.6875, -6.3232, 2.2126], [2.5396, 4.0464, 4.0339], [-0.6222, -1.9082, 2.5638], [4.3301, -0.6096, 0.0612], [-0.8758, 5.7229, 3.4436], [-2.2025, -2.7903, -0.9962], [1.8117, -2.5729, 0.4720], [-3.0601, -1.9386, 0.3047], [0.7658, -0.7604, -4.1362], [-1.9602, 0.3795, -4.5751], [-3.2903, -0.6300, -2.7065], [-5.6954, 1.8237, -6.7599], [-5.0533, 2.7341, -5.3924], [2.8858, -1.7374, -4.5331], [-5.7065, 1.2711, -0.3950], [0.7218, 1.3360, 4.3892], [-3.7007, -3.0999, 2.3288], [-1.4139, -7.1556, 0.7054], [2.4403, 1.3313, 3.9845], [7.0399, 0.3963, 3.7819], [0.3462, -1.6197, 2.9743], [-1.2071, -5.0479, -0.5464], [-4.0107, 1.6155, -6.2804], [-1.9691, 1.7202, 1.6494], [-4.2889, -1.4867, -3.8945], [-2.9541, -0.4839, -5.7498], [-1.9643, 1.6399, -2.4554], [4.3613, 3.8954, 4.9470], [0.8597, -3.1996, -0.8874], [3.2530, 6.0168, 4.4734], [5.7590, -2.0451, -1.4030], [-2.7865, -7.2508, 2.7561], [6.6912, 0.1890, 1.3353], [-3.9463, -5.2213, 3.5477], [-1.3929, -1.2567, 2.9836], [-6.4688, 0.8739, -4.6130], [-5.4530, -0.2960, -5.4875], [-0.6654, 3.2918, 3.2921], [-1.9354, -1.3883, -4.6343], [0.6855, -3.9372, 0.7324], [1.0666, 7.1000, 4.1316], [4.9122, 1.5260, 0.2284], [-4.4380, 1.4904, 1.7546], [-0.8425, -2.9466, 2.8237]],
  "forces_ev_per_angstrom": [[1.1, 2.2, -0.1], [0.2, -0.5, 0.4], [0.1, 0.0, 0.2], [0.2, 0.4, -0.3], [-0.5, -0.3, -1.0], [0.0, -0.1, -0.2], [-2.3, 0.4, 1.7], [0.2, -0.1, 0.0], [-0.7, -0.3, 1.5], [-0.2, 0.1, 0.1], [-1.2, -1.3, -2.6], [0.2, -0.3, -0.3], [1.2, -1.4, 0.4], [0.0, -0.1, -0.1], [0.6, 0.0, 0.7], [-0.3, 0.0, -0.4], [0.0, -0.1, 0.0], [0.3, -0.1, 0.0], [0.3, 0.7, 0.5], [0.3, 0.4, 0.2], [0.1, 0.4, -0.3], [0.9, -1.5, -1.4], [1.2, -0.3, 2.1], [0.0, 0.1, -0.2], [0.0, 0.0, 0.1], [0.4, -0.2, -0.5], [0.0, 0.3, 0.1], [-0.2, -0.1, 0.0], [0.0, 0.0, 0.1], [-0.2, -0.1, 0.2], [0.5, -0.4, -0.3], [-0.1, 0.1, -0.1], [-0.1, -0.1, 0.1], [0.1, -0.4, -0.2], [0.3, -0.2, -0.1], [-0.9, 0.6, 0.6], [0.3, -0.3, -0.2], [0.0, -0.1, 0.1], [0.0, 0.1, 0.1], [-0.1, -0.1, -0.5], [-0.5, 0.5, 0.1], [0.6, -0.2, 0.5], [-0.6, -0.2, -0.5], [-0.1, -0.1, -0.7], [0.2, -0.2, 0.2], [-0.2, 0.0, 0.7], [-0.1, 0.1, -0.1], [-0.2, 0.3, -0.2], [0.1, 0.8, -0.4], [0.0, 0.1, -0.2], [0.1, 0.0, 0.1], [0.1, 0.2, 1.1], [0.0, 0.0, 0.0], [-1.2, 0.3, 0.1], [0.1, 0.5, 0.0], [0.1, 0.0, 0.1], [-0.1, 0.1, 0.0], [0.1, 0.1, 0.1], [-0.1, 0.0, 0.0], [0.1, 0.0, -0.1], [0.0, 0.4, -0.1], [0.1, 0.1, 0.0], [-0.1, -0.1, -0.1], [-0.1, 0.1, -0.1], [0.0, 0.1, 0.0], [0.0, 0.0, 0.0], [-0.1, 0.0, 0.0], [0.1, 0.0, 0.0], [0.0, 0.0, 0.0], [0.0, -0.1, 0.0], [-0.2, 0.0, 0.0], [0.0, 0.0, 0.0], [-0.1, 0.0, -0.1], [0.0, 0.0, 0.0], [0.1, 0.0, -0.1], [0.1, -0.1, -0.1], [0.1, 0.1, 0.1], [0.0, 0.0, -0.1], [0.0, -0.2, 0.0], [-0.2, -0.2, -0.2], [0.0, 0.0, 0.1], [0.1, 0.1, 0.0], [0.0, 0.1, 0.0], [0.0, -0.1, 0.0], [0.1, -0.1, -0.1], [0.0, 0.0, 0.1], [0.1, -0.1, -0.1], [0.1, -0.1, -0.1], [0.0, 0.0, 0.1], [-0.1, 0.0, 0.1], [0.1, -0.1, 0.0], [-0.1, 0.3, 0.0], [0.0, 0.1, 0.0], [0.0, 0.0, 0.0], [0.0, 0.0, 0.1], [0.0, 0.1, -0.3]],
  "lowdin_charge": [1.2229, 1.1852, 0.7336, 0.8571, -0.0594, 0.0878, -0.1391, 0.0955, -0.0944, 0.0939, -0.1174, -0.3669, -0.0194, -0.0567, 0.0565, -0.5888, -0.0637, 0.0355, -0.2046, -0.0915, -0.2432, -0.3485, -0.6964, -0.0636, -0.0839, -0.2985, -0.0501, -0.0752, -0.0654, -0.0643, -0.1678, -0.0648, -0.0600, -0.0169, -0.2015, -0.1419, 0.0647, -0.1211, -0.0730, 0.0426, 0.0153, -0.5404, -0.0637, -0.0250, -0.3339, -0.1330, -0.1017, -0.1864, -0.2796, -0.0149, -0.4357, -0.1183, -0.0670, -0.2492, -0.2360, 0.1026, 0.1010, 0.0771, 0.0330, 0.0710, 0.1403, 0.0675, 0.0998, 0.0808, 0.0740, 0.1343, 0.1367, 0.1412, 0.1155, 0.1110, 0.1226, 0.1087, 0.0292, 0.1121, 0.0663, 0.0958, 0.1281, 0.0733, 0.1177, 0.1142, 0.0369, 0.1163, 0.1305, 0.1105, 0.1058, 0.1108, 0.0426, 0.1278, 0.1223, 0.1022, 0.0729, 0.0399, 0.1069, 0.0934, 0.1184, 0.0414]
}

Calculated values (g mol⁻¹) of M for the records, taken in order: 107.2; 395.3; 101.1; 936.7.
Calculated values (eV Å⁻¹) of maximum force for the records, taken in order: 3.90; 0.47; 2.23; 3.15.
Calculated values (kcal/mol) of energy relative to the best compared isomer or geometry (same formula, charge and spin) for the records, taken in order: 60.1; 0.0; 106.5; 0.0.